Model a:
Formula: C9H11N2O2
Source: OMol25
Level of theory: ωB97M-V/def2-TZVPD

Atoms and positions in Å:
C  1.22  0.57  -1.39
N  1.67  1.03  -0.15
C  0.97  1.87  0.59
N  1.30  2.13  1.84
O  -0.11  2.33  0.09
C  -1.22  1.52  -0.53
O  -1.76  2.09  -1.40
C  -1.52  0.18  -0.07
C  -2.40  -0.48  -0.95
C  -3.10  -1.62  -0.66
C  -3.20  -1.94  0.72
C  -2.28  -1.46  1.58
C  -1.35  -0.47  1.13
H  1.98  0.45  -2.06
H  0.72  -0.43  -1.28
H  0.42  1.16  -1.70
H  2.56  0.76  0.24
H  2.32  1.88  1.96
H  1.01  2.90  2.49
H  -2.33  -0.29  -2.09
H  -3.59  -2.22  -1.51
H  -3.88  -2.69  1.07
H  -2.09  -1.91  2.58
H  -0.60  -0.12  1.83

LUMO energy: -3.85 eV
Charge: +1
Gap between HOMO and LUMO: 9.24 eV
HOMO level: -13.0923 eV
2S+1: 1

Calculated atomic charges, method Mulliken, unit e:
1 C -1.055
2 N -0.130
3 C 0.654
4 N -0.358
5 O -0.405
6 C 0.240
7 O -0.367
8 C 0.730
9 C -0.514
10 C -0.466
11 C -0.347
12 C -0.657
13 C -0.030
14 H 0.436
15 H 0.297
16 H 0.595
17 H 0.185
18 H 0.239
19 H 0.303
20 H 0.234
21 H 0.314
22 H 0.416
23 H 0.338
24 H 0.346

Model b:
Formula: C9H11N2O2
Source: OMol25
Level of theory: ωB97M-V/def2-TZVPD

Atoms and positions in Å:
C  -1.41  3.45  -0.41
C  -0.85  2.26  -0.54
C  -1.13  1.29  0.58
O  -2.51  0.82  0.35
C  -2.65  -0.48  0.03
O  -3.62  -1.08  -0.31
C  -1.27  -1.06  0.19
C  -0.47  -2.09  -0.14
C  0.85  -1.66  -0.12
C  2.04  -2.48  -0.41
N  0.84  -0.36  0.20
C  2.15  0.30  0.57
N  -0.43  0.00  0.36
H  -1.45  4.14  -1.13
H  -1.95  3.61  0.44
H  -0.60  1.77  -1.46
H  -1.14  1.56  1.67
H  -0.72  -3.18  -0.42
H  2.93  -1.94  -0.36
H  2.20  -3.14  0.38
H  1.85  -3.03  -1.32
H  2.71  -0.28  1.33
H  2.62  0.28  -0.39
H  2.01  1.31  0.92

LUMO energy: -3.96 eV
Charge: +1
Gap between HOMO and LUMO: 10.26 eV
HOMO level: -14.2144 eV
2S+1: 1

Calculated atomic charges, method Mulliken, unit e:
1 C -0.741
2 C -0.123
3 C -0.079
4 O -0.244
5 C 0.389
6 O -0.475
7 C 0.139
8 C -0.679
9 C 0.887
10 C -1.480
11 N -0.105
12 C -0.981
13 N 0.504
14 H 0.345
15 H 0.258
16 H 0.325
17 H 0.381
18 H 0.373
19 H 0.402
20 H 0.396
21 H 0.375
22 H 0.319
23 H 0.456
24 H 0.358

Verdict on stability: model a comes out on top.

Model a:
Formula: C7H15NO2
Source: OMol25
Level of theory: ωB97M-V/def2-TZVPD

Atoms and positions in Å:
C  -1.07  -1.55  -1.10
N  -1.62  -1.06  0.14
C  -1.81  -2.02  1.19
C  -1.84  0.25  0.39
O  -2.26  0.69  1.43
O  -1.59  1.05  -0.68
H  -0.05  -1.92  -0.94
H  -1.69  -2.38  -1.46
H  -1.06  -0.76  -1.84
H  -0.87  -2.50  1.45
H  -2.52  -2.79  0.87
H  -2.20  -1.50  2.06
H  -1.78  1.96  -0.41
C  1.23  -0.09  1.49
C  1.52  1.02  0.84
C  2.35  1.08  -0.41
C  1.64  1.87  -1.51
H  1.59  -1.06  1.16
H  0.63  -0.09  2.38
H  1.15  1.97  1.20
H  3.30  1.58  -0.17
H  2.58  0.07  -0.76
H  1.46  2.90  -1.19
H  0.67  1.41  -1.73
H  2.23  1.88  -2.41

LUMO energy: 0.87 eV
Charge: 0
Gap between HOMO and LUMO: 10.20 eV
HOMO level: -9.3368 eV
2S+1: 1

Calculated atomic charges, method Mulliken, unit e:
1 C -0.898
2 N 0.117
3 C -1.047
4 C 0.794
5 O -0.658
6 O -0.484
7 H 0.251
8 H 0.328
9 H 0.299
10 H 0.325
11 H 0.335
12 H 0.306
13 H 0.337
14 C -0.889
15 C -0.044
16 C -0.369
17 C -0.980
18 H 0.296
19 H 0.289
20 H 0.349
21 H 0.283
22 H 0.266
23 H 0.298
24 H 0.131
25 H 0.366

Model b:
Formula: C7H15NO2
Source: OMol25
Level of theory: ωB97M-V/def2-TZVPD

Atoms and positions in Å:
C  -2.08  -2.57  0.40
C  -1.47  -1.47  1.21
O  -2.08  -0.70  1.91
C  0.05  -1.39  1.13
O  0.74  -2.09  0.42
H  -1.96  -3.50  0.94
H  -3.14  -2.38  0.24
H  -1.57  -2.67  -0.56
H  0.47  -0.69  1.87
C  -1.07  2.02  0.03
C  -0.34  0.91  -0.70
N  1.21  1.15  -0.84
C  1.87  0.14  -1.62
C  1.93  1.42  0.39
H  -2.13  1.96  -0.18
H  -0.94  1.95  1.11
H  -0.69  2.99  -0.32
H  -0.67  -0.08  -0.34
H  -0.61  0.88  -1.75
H  1.77  -0.85  -1.10
H  1.40  0.06  -2.60
H  2.92  0.38  -1.75
H  2.91  1.81  0.13
H  1.42  2.19  0.97
H  2.08  0.52  1.00

LUMO energy: -0.66 eV
Charge: 0
Gap between HOMO and LUMO: 7.63 eV
HOMO level: -8.2905 eV
2S+1: 1

Calculated atomic charges, method Mulliken, unit e:
1 C -1.155
2 C 0.570
3 O -0.522
4 C 0.143
5 O -0.522
6 H 0.357
7 H 0.343
8 H 0.301
9 H 0.452
10 C -1.465
11 C 0.110
12 N -0.077
13 C -0.840
14 C -0.922
15 H 0.433
16 H 0.329
17 H 0.396
18 H -0.158
19 H 0.437
20 H 0.269
21 H 0.280
22 H 0.306
23 H 0.362
24 H 0.317
25 H 0.254

Verdict on stability: model a comes out on top.

Model a:
Formula: C2H9NS
Source: OMol25
Level of theory: ωB97M-V/def2-TZVPD

Atoms and positions in Å:
C  -0.77  0.93  -0.50
S  0.41  -0.48  -0.89
C  -0.91  -1.67  -1.16
H  -0.67  1.68  -1.29
H  -1.78  0.53  -0.58
H  -0.61  1.21  0.54
H  -0.46  -2.67  -1.05
H  -1.42  -1.44  -2.09
H  -1.59  -1.73  -0.30
N  0.86  1.48  3.02
H  0.63  2.07  2.22
H  1.87  1.44  2.92
H  0.60  0.53  2.80

LUMO energy: 0.91 eV
Charge: 0
Gap between HOMO and LUMO: 9.62 eV
HOMO level: -8.7191 eV
2S+1: 1

Calculated atomic charges, method Mulliken, unit e:
1 C -0.715
2 S -0.089
3 C -0.885
4 H 0.315
5 H 0.276
6 H 0.135
7 H 0.310
8 H 0.299
9 H 0.305
10 N -0.715
11 H 0.266
12 H 0.235
13 H 0.263

Model b:
Formula: C2H9NS
Source: OMol25
Level of theory: ωB97M-V/def2-TZVPD

Atoms and positions in Å:
H  -2.40  0.64  -2.58
H  -2.33  0.22  -3.20
C  0.76  -1.18  -0.13
C  0.22  -0.22  -1.14
S  1.93  0.09  -0.66
H  0.30  -1.18  0.84
H  1.02  -2.17  -0.48
H  -0.54  0.46  -0.78
H  0.03  -0.53  -2.15
N  0.04  0.84  2.74
H  0.21  0.38  1.85
H  0.88  0.86  3.30
H  -0.13  1.78  2.39

LUMO energy: 0.98 eV
Charge: 0
Gap between HOMO and LUMO: 10.01 eV
HOMO level: -9.0367 eV
2S+1: 1

Calculated atomic charges, method Mulliken, unit e:
1 H -0.051
2 H 0.055
3 C -0.567
4 C -0.379
5 S -0.094
6 H 0.235
7 H 0.285
8 H 0.222
9 H 0.300
10 N -0.743
11 H 0.266
12 H 0.234
13 H 0.237

Verdict on stability: model a comes out on top.

Model a:
Formula: C2H9NS
Source: OMol25
Level of theory: ωB97M-V/def2-TZVPD

Atoms and positions in Å:
S  0.80  -0.50  3.88
H  0.10  -1.27  4.72
C  0.86  -0.61  -1.19
C  -0.41  0.20  -1.33
N  -0.75  0.83  0.01
H  1.19  -0.81  -2.21
H  1.65  -0.06  -0.70
H  0.72  -1.55  -0.67
H  -0.29  1.07  -1.97
H  -1.31  -0.32  -1.65
H  -1.40  1.61  -0.15
H  0.06  1.15  0.56
H  -1.23  0.24  0.70

LUMO energy: -0.80 eV
Charge: 0
Gap between HOMO and LUMO: 4.85 eV
HOMO level: -5.6457 eV
2S+1: 1

Calculated atomic charges, method Mulliken, unit e:
1 S -0.859
2 H -0.032
3 C -1.069
4 C -0.296
5 N -0.465
6 H 0.316
7 H 0.377
8 H 0.352
9 H 0.283
10 H 0.324
11 H 0.363
12 H 0.331
13 H 0.374

Model b:
Formula: C2H9NS
Source: OMol25
Level of theory: ωB97M-V/def2-TZVPD

Atoms and positions in Å:
C  0.20  -1.56  1.13
N  1.39  -0.83  0.65
H  0.39  -2.64  1.18
H  -0.03  -1.26  2.15
H  -0.62  -1.36  0.46
H  1.80  -1.34  -0.12
H  2.10  -0.80  1.37
C  -1.18  1.78  -1.48
S  -0.32  1.89  0.12
H  -1.74  2.71  -1.62
H  -0.48  1.71  -2.31
H  -1.87  0.95  -1.48
H  0.36  0.75  -0.06

LUMO energy: 0.99 eV
Charge: 0
Gap between HOMO and LUMO: 9.46 eV
HOMO level: -8.4683 eV
2S+1: 1

Calculated atomic charges, method Mulliken, unit e:
1 C -0.699
2 N -0.558
3 H 0.315
4 H 0.295
5 H 0.221
6 H 0.189
7 H 0.211
8 C -0.739
9 S -0.190
10 H 0.277
11 H 0.279
12 H 0.250
13 H 0.151

Verdict on stability: model b comes out on top.

Model a:
Formula: C2H9NS
Source: OMol25
Level of theory: ωB97M-V/def2-TZVPD

Atoms and positions in Å:
C  -0.89  -0.89  -0.70
C  -0.25  0.50  -0.86
N  1.16  0.54  -0.51
H  -1.95  -0.91  -1.03
H  -0.34  -1.66  -1.25
H  -0.90  -1.18  0.37
H  -0.22  0.66  -1.96
H  -0.88  1.27  -0.42
H  0.79  -0.55  1.23
H  1.27  0.43  0.54
H  1.63  1.42  -0.80
S  -0.07  0.64  2.37
H  0.66  -0.27  3.02

LUMO energy: -0.67 eV
Charge: 0
Gap between HOMO and LUMO: 8.56 eV
HOMO level: -9.2366 eV
2S+1: 1

Calculated atomic charges, method Mulliken, unit e:
1 C -0.829
2 C -0.446
3 N -0.553
4 H 0.316
5 H 0.273
6 H 0.264
7 H 0.395
8 H 0.233
9 H 0.080
10 H 0.160
11 H 0.224
12 S -0.313
13 H 0.196

Model b:
Formula: C2H9NS
Source: OMol25
Level of theory: ωB97M-V/def2-TZVPD

Atoms and positions in Å:
C  -0.84  -0.05  -1.68
C  0.47  -0.12  -0.93
N  0.32  -0.64  0.43
H  -0.62  0.28  -2.71
H  -1.53  0.69  -1.28
H  -1.31  -1.03  -1.74
H  0.97  0.85  -0.90
H  1.15  -0.74  -1.54
H  -0.25  -1.48  0.43
H  1.22  -0.95  0.77
S  0.35  0.64  3.49
H  -0.83  0.92  2.93
H  0.88  1.61  2.73

LUMO energy: 1.00 eV
Charge: 0
Gap between HOMO and LUMO: 9.83 eV
HOMO level: -8.8338 eV
2S+1: 1

Calculated atomic charges, method Mulliken, unit e:
1 C -1.067
2 C -0.314
3 N -0.449
4 H 0.313
5 H 0.275
6 H 0.328
7 H 0.290
8 H 0.255
9 H 0.194
10 H 0.219
11 S -0.333
12 H 0.148
13 H 0.140

Verdict on stability: model b comes out on top.

Model a:
Formula: BrH2PS2
Source: OMol25
Level of theory: ωB97M-V/def2-TZVPD

Atoms and positions in Å:
S  -0.91  -0.50  0.98
P  -0.37  0.50  -0.69
S  -1.23  -0.53  -2.25
H  -0.49  0.20  -3.17
Br  2.00  0.24  3.12
H  0.99  0.09  2.00

LUMO energy: -1.94 eV
Charge: 0
Gap between HOMO and LUMO: 7.59 eV
HOMO level: -9.5237 eV
2S+1: 1

Calculated atomic charges, method Mulliken, unit e:
1 S -0.267
2 P 0.376
3 S -0.175
4 H 0.192
5 Br -0.273
6 H 0.148

Model b:
Formula: BrH2PS2
Source: OMol25
Level of theory: ωB97M-V/def2-TZVPD

Atoms and positions in Å:
S  2.15  -0.26  -2.19
P  0.73  0.95  -2.78
Br  -1.17  0.11  -2.05
S  -0.75  0.29  2.50
H  -0.43  -0.26  1.23
H  -0.53  -0.83  3.29

LUMO energy: -1.90 eV
Charge: 0
Gap between HOMO and LUMO: 7.78 eV
HOMO level: -9.6757 eV
2S+1: 1

Calculated atomic charges, method Mulliken, unit e:
1 S -0.188
2 P 0.301
3 Br -0.108
4 S -0.306
5 H 0.148
6 H 0.154

Verdict on stability: model b comes out on top.